Computed, not measured: C10H15NO in the gas phase at a distorted geometry, with the ωB97M-V functional and the def2-TZVPD basis.

Structure (XYZ):
```
27
C10H15NO, DFT the ωB97M-V functional and the def2-TZVPD basis
H 1.9558 -2.0142 -1.2948
C 3.1160 -0.4038 1.1856
H -4.1554 -0.9955 2.2048
H 2.6965 -0.0004 2.1383
C 0.9976 -0.0471 0.1601
H 3.0402 -1.5407 1.2648
C -3.9256 0.5536 -0.9258
H 0.4066 -2.4355 -2.2478
C 2.7852 1.7542 0.0547
H -4.7276 0.0121 -1.3722
N 0.4353 0.5187 1.1362
C -0.9101 0.3727 1.1011
C 1.0505 -1.4885 -1.7301
H -3.1797 0.6623 -1.6663
O 0.2992 -0.7922 -0.7740
H 4.2456 -0.0816 1.3160
C -3.4236 -0.0049 0.3903
H -4.3607 1.5895 -0.7948
H 2.9284 -0.3272 -0.8639
C -4.3414 -0.5199 1.2807
C -2.0063 0.0988 0.6331
H 3.8261 1.8608 -0.3444
C 2.4919 0.2278 -0.0208
H 2.7493 2.0071 1.1391
H -5.4869 -0.5653 1.0711
H 1.3615 -0.7561 -2.4660
H 2.1315 2.3153 -0.5749
```

For the frontier orbital gap, the calculation gives 8.7847 eV. The SMILES is C=C(C)C#C/N=C(\OC)C(C)C. The energy relative to the best compared isomer or geometry (same formula, charge and spin) is 5.2817 eV. As for the LUMO energy: 0.7 eV. Its molar mass is 165.2 g mol⁻¹. As for the HOMO energy: -0.29659 Ha.